[1]
ORCA calculation (the ωB97M-V functional and the def2-TZVPD basis) on a cluster of 2 separate species, C4H8NO3 in total in a non-equilibrium geometry.

Each atom is followed by the atoms it is bonded to, with distances in Å.
Positions of all 16 atoms, in Å:
1 C 2.68 1.01 0.86  C2 1.615, H5 1.077, H6 1.090, H7 1.084
2 C 2.23 0.90 -0.69  C1 1.615, O3 1.244, O4 1.257
3 O 3.14 0.73 -1.52  C2 1.244
4 O 0.98 0.86 -0.83  C2 1.257
5 H 1.85 1.49 1.35  C1 1.077
6 H 3.56 1.66 0.92  C1 1.090
7 H 2.78 -0.04 1.10  C1 1.084
8 C -2.32 0.16 -0.54  C9 1.534, H12 1.091, H13 1.085, H16 1.088
9 C -2.19 -0.93 0.52  C8 1.534, O10 1.196, N11 1.416
10 O -2.91 -1.18 1.45  C9 1.196
11 N -1.06 -1.74 0.23  C9 1.416, H14 1.010, H15 1.017
12 H -1.46 0.83 -0.50  C8 1.091
13 H -3.26 0.71 -0.53  C8 1.085
14 H -1.34 -2.71 0.12  N11 1.010
15 H -0.37 -1.39 -0.42  N11 1.017
16 H -2.31 -0.36 -1.50  C8 1.088

Output
Total charge ... -1
Highest occupied orbital energy ... -0.1512 hartree
Energy relative to the best compared isomer or geometry (same formula, charge and spin) ... 102.8 kJ/mol
Frontier orbital gap ... 0.2806 Eh


[2]
ORCA calculation (the ωB97M-V functional and the def2-TZVPD basis) on a cluster of 3 separate species, C25H36ClF3O14P2S3 in total in a non-equilibrium geometry.

Each atom is followed by the atoms it is bonded to, with distances in Å.
Positions of all 84 atoms, in Å:
1 C -4.04 0.44 0.87  C2 1.540, H35 1.086, H36 1.087, H37 1.087
2 C -2.75 1.11 1.37  C1 1.540, C3 1.546, H38 1.083, H39 1.087
3 C -2.04 0.31 2.49  C2 1.546, O4 1.419, H40 1.085, H41 1.092
4 O -0.89 -0.39 2.04  C3 1.419, C5 1.398
5 C -1.23 -1.52 1.29  O4 1.398, C6 1.559, H42 1.095, H43 1.092
6 C 0.05 -2.34 0.93  C5 1.559, S7 1.817, C14 1.553, C31 1.540
7 S -0.30 -3.98 1.62  C6 1.817, O8 1.426, O9 1.433, C10 1.895
8 O 0.67 -4.97 1.26  S7 1.426
9 O -0.55 -3.82 3.02  S7 1.433
10 C -1.95 -4.57 0.89  S7 1.895, F11 1.326, F12 1.325, F13 1.319
11 F -1.72 -5.73 0.29  C10 1.326
12 F -2.47 -3.73 0.01  C10 1.325
13 F -2.78 -4.77 1.89  C10 1.319
14 C 0.25 -2.44 -0.61  C6 1.553, O15 1.176, O16 1.359
15 O -0.49 -2.87 -1.41  C14 1.176
16 O 1.44 -1.89 -0.97  C14 1.359, C17 1.439
17 C 1.68 -0.87 0.02  O16 1.439, C18 1.527, P27 1.866, C31 1.548
18 C 0.74 0.31 -0.22  C17 1.527, C19 1.513, H44 1.082, H45 1.090
19 C 0.60 0.74 -1.66  C18 1.513, O20 1.198, C21 1.497
20 O 1.25 0.31 -2.57  C19 1.198
21 C -0.43 1.81 -1.89  C19 1.497, C22 1.387, C26 1.395
22 C -0.24 3.04 -1.28  C21 1.387, C23 1.395, H46 1.081
23 C -1.15 4.07 -1.50  C22 1.395, C24 1.392, H47 1.079
24 C -2.27 3.85 -2.29  C23 1.392, C25 1.381, H48 1.075
25 C -2.45 2.62 -2.89  C24 1.381, C26 1.389, H49 1.076
26 C -1.53 1.59 -2.71  C21 1.395, C25 1.389, H50 1.080
27 P 3.40 -0.16 0.07  C17 1.866, O28 1.463, O29 1.605, O30 1.594
28 O 3.77 0.27 1.42  P27 1.463
29 O 3.48 1.11 -0.91  P27 1.605, H51 0.965
30 O 4.40 -1.16 -0.66  P27 1.594, H52 0.973
31 C 1.38 -1.67 1.32  C6 1.540, C17 1.548, P32 1.922, H53 1.087
32 P 2.95 -2.70 1.72  C31 1.922, O33 1.619, Cl34 2.036
33 O 3.09 -3.81 0.54  P32 1.619, H54 0.966
34 Cl 2.53 -3.73 3.42  P32 2.036
35 H -3.89 -0.10 -0.06  C1 1.086
36 H -4.82 1.18 0.70  C1 1.087
37 H -4.44 -0.27 1.60  C1 1.087
38 H -2.94 2.12 1.71  C2 1.083
39 H -2.06 1.14 0.53  C2 1.087
40 H -1.72 0.99 3.27  C3 1.085
41 H -2.74 -0.39 2.95  C3 1.092
42 H -1.74 -1.26 0.36  C5 1.095
43 H -1.94 -2.12 1.87  C5 1.092
44 H -0.25 0.16 0.18  C18 1.082
45 H 1.13 1.17 0.32  C18 1.090
46 H 0.63 3.22 -0.66  C22 1.081
47 H -1.00 5.04 -1.05  C23 1.079
48 H -2.97 4.65 -2.45  C24 1.075
49 H -3.31 2.48 -3.53  C25 1.076
50 H -1.65 0.64 -3.20  C26 1.080
51 H 3.16 1.87 -0.41  O29 0.965
52 H 4.39 -0.94 -1.61  O30 0.973
53 H 1.40 -0.97 2.15  C31 1.087
54 H 3.56 -3.40 -0.19  O33 0.966
55 O -5.20 2.67 -1.88  S56 1.440
56 S -5.88 3.71 -2.61  O55 1.440, O57 1.442, C58 1.790, C61 1.799
57 O -5.17 4.59 -3.50  S56 1.442
58 C -7.28 3.01 -3.48  S56 1.790, C59 1.526, H62 1.088, H63 1.089
59 C -8.43 3.08 -2.47  C58 1.526, C60 1.534, H64 1.089, H65 1.092
60 C -8.32 4.46 -1.81  C59 1.534, C61 1.534, H66 1.092, H67 1.089
61 C -6.85 4.67 -1.43  S56 1.799, C60 1.534, H68 1.087, H69 1.088
62 H -7.04 2.00 -3.79  C58 1.088
63 H -7.47 3.64 -4.35  C58 1.089
64 H -9.39 2.94 -2.96  C59 1.089
65 H -8.31 2.30 -1.72  C59 1.092
66 H -8.63 5.23 -2.52  C60 1.092
67 H -8.96 4.54 -0.94  C60 1.089
68 H -6.55 5.72 -1.51  C61 1.087
69 H -6.62 4.30 -0.44  C61 1.088
70 O 6.98 -2.45 3.72  S71 1.439
71 S 7.28 -2.88 2.38  O70 1.439, O72 1.438, C73 1.789, C76 1.800
72 O 6.35 -3.66 1.62  S71 1.438
73 C 7.77 -1.45 1.42  S71 1.789, C74 1.526, H77 1.088, H78 1.089
74 C 9.27 -1.35 1.63  C73 1.526, C75 1.535, H79 1.089, H80 1.092
75 C 9.80 -2.79 1.52  C74 1.535, C76 1.534, H81 1.092, H82 1.089
76 C 8.89 -3.68 2.37  S71 1.800, C75 1.534, H83 1.087, H84 1.088
77 H 7.22 -0.58 1.77  C73 1.088
78 H 7.52 -1.65 0.38  C73 1.089
79 H 9.74 -0.70 0.89  C74 1.089
80 H 9.49 -0.95 2.62  C74 1.092
81 H 9.77 -3.12 0.48  C75 1.092
82 H 10.84 -2.86 1.85  C75 1.089
83 H 8.78 -4.68 1.96  C76 1.087
84 H 9.23 -3.74 3.41  C76 1.088

Output
SMILES ... CCCOC[C@@]1(S(=O)(=O)C(F)(F)F)C(=O)O[C@](CC(=O)c2ccccc2)(P(=O)(O)O)[C@@H]1P(O)Cl.O=S1(=O)CCCC1.O=S1(=O)CCCC1
Highest occupied orbital energy ... -0.2978 hartree
Energy relative to the best compared isomer or geometry (same formula, charge and spin) ... 0.0 kJ/mol
Frontier orbital gap ... 0.3109 Eh


[3]
ORCA calculation (the ωB97M-V functional and the def2-TZVPD basis) on the molecule C6H11NO in a non-equilibrium geometry.

Each atom is followed by the atoms it is bonded to, with distances in Å.
Positions of all 19 atoms, in Å:
1 C 0.20 1.52 -1.11  C2 1.338, H9 1.080, H10 1.078
2 C 0.72 0.82 -0.10  C1 1.338, C3 1.530, H11 1.082
3 C 0.11 -0.44 0.51  C2 1.530, N4 1.440, C6 1.527, H12 1.098
4 N 0.36 -1.53 -0.40  C3 1.440, C5 1.655, H13 1.018
5 C 1.70 -1.16 -1.29  N4 1.655, H14 1.097, H15 1.092, H16 1.091
6 C -1.39 -0.19 0.70  C3 1.527, C7 1.505, O8 1.207
7 C -1.77 0.52 1.98  C6 1.505, H17 1.090, H18 1.089, H19 1.087
8 O -2.19 -0.49 -0.15  C6 1.207
9 H 0.75 2.31 -1.60  C1 1.080
10 H -0.75 1.27 -1.55  C1 1.078
11 H 1.63 1.13 0.39  C2 1.082
12 H 0.58 -0.66 1.47  C3 1.098
13 H -0.41 -1.56 -1.07  N4 1.018
14 H 1.43 -0.62 -2.21  C5 1.097
15 H 2.00 -2.17 -1.59  C5 1.092
16 H 2.63 -0.78 -0.86  C5 1.091
17 H -2.67 1.11 1.83  C7 1.090
18 H -1.97 -0.24 2.74  C7 1.089
19 H -0.96 1.15 2.33  C7 1.087

Output
SMILES ... C=C[C@H](NC)C(C)=O
Highest occupied orbital energy ... -0.3346 hartree
Energy relative to the best compared isomer or geometry (same formula, charge and spin) ... 242.5 kJ/mol
Frontier orbital gap ... 0.3697 Eh


[4]
ORCA calculation (the ωB97M-V functional and the def2-TZVPD basis) on the molecule C9H16N2O2 in a non-equilibrium geometry.

Each atom is followed by the atoms it is bonded to, with distances in Å.
Positions of all 29 atoms, in Å:
1 C 4.23 -0.69 -0.19  O2 1.429, H14 1.082, H15 1.144, H16 1.118
2 O 3.02 -1.09 -0.84  C1 1.429, O3 1.406
3 O 1.90 -0.80 -0.04  O2 1.406, C4 1.397
4 C 1.33 0.46 -0.25  O3 1.397, N5 1.373, H17 1.074
5 N 1.56 1.27 0.84  C4 1.373, C6 1.281
6 C 1.04 2.43 0.75  N5 1.281, C7 1.458, H18 1.094
7 C -0.23 2.74 0.09  C6 1.458, N8 1.288, H19 1.079
8 N -1.05 1.78 -0.19  C7 1.288, C9 1.323
9 C -0.77 0.54 -0.54  N8 1.323, C10 1.489, H20 1.027
10 C -1.66 -0.53 -0.02  C9 1.489, C11 1.584, C12 1.603, C13 1.466
11 C -1.33 -2.00 -0.50  C10 1.584, H21 1.123, H22 1.141, H23 1.144
12 C -3.11 -0.30 -0.67  C10 1.603, H24 1.127, H25 1.055, H26 1.207
13 C -1.64 -0.60 1.45  C10 1.466, H27 1.074, H28 1.061, H29 1.100
14 H 4.71 -1.52 0.32  C1 1.082
15 H 3.95 0.11 0.59  C1 1.144
16 H 4.90 -0.24 -0.96  C1 1.118
17 H 1.51 0.94 -1.19  C4 1.074
18 H 1.14 3.14 1.58  C6 1.094
19 H -0.57 3.76 0.10  C7 1.079
20 H -0.47 0.50 -1.52  C9 1.027
21 H -2.12 -2.69 -0.09  C11 1.123
22 H -0.41 -2.30 0.11  C11 1.141
23 H -1.11 -2.05 -1.62  C11 1.144
24 H -3.73 -1.21 -0.43  C12 1.127
25 H -3.49 0.68 -0.59  C12 1.055
26 H -2.93 -0.42 -1.85  C12 1.207
27 H -2.14 -1.44 1.90  C13 1.074
28 H -1.98 0.24 2.00  C13 1.061
29 H -0.59 -0.70 1.76  C13 1.100

Output
SMILES ... COO/C=N/C=C\N=C\C(C)(C)C
Highest occupied orbital energy ... -0.3008 hartree
Energy relative to the best compared isomer or geometry (same formula, charge and spin) ... 807.1 kJ/mol
Frontier orbital gap ... 0.3041 Eh


[5]
ORCA calculation (the ωB97M-V functional and the def2-TZVPD basis) on the molecule C11H16N2 in a non-equilibrium geometry.

Each atom is followed by the atoms it is bonded to, with distances in Å.
Positions of all 29 atoms, in Å:
1 N 4.95 -0.03 0.11  C2 1.417, H14 0.986, H15 1.046
2 C 3.53 -0.04 0.10  N1 1.417, C3 1.394, C13 1.385
3 C 2.82 -1.18 -0.28  C2 1.394, C4 1.386, H16 1.078
4 C 1.43 -1.18 -0.36  C3 1.386, C5 1.438, H17 1.106
5 C 0.74 0.06 -0.13  C4 1.438, N6 1.388, C12 1.387
6 N -0.65 0.04 -0.11  C5 1.388, C7 1.472, C11 1.410
7 C -1.40 -1.22 -0.05  N6 1.472, C8 1.546, H18 1.119, H19 1.067
8 C -2.67 -1.04 0.82  C7 1.546, C9 1.534, H20 1.103, H21 1.140
9 C -3.59 -0.02 0.14  C8 1.534, C10 1.552, H22 1.086, H23 1.083
10 C -2.77 1.03 -0.65  C9 1.552, C11 1.522, H24 1.103, H25 1.070
11 C -1.36 1.26 -0.11  N6 1.410, C10 1.522, H26 1.119, H27 1.101
12 C 1.45 1.19 0.23  C5 1.387, C13 1.405, H28 1.070
13 C 2.85 1.14 0.36  C2 1.385, C12 1.405, H29 1.108
14 H 5.37 -0.68 -0.50  N1 0.986
15 H 5.36 0.92 0.02  N1 1.046
16 H 3.41 -2.06 -0.45  C3 1.078
17 H 0.89 -2.10 -0.66  C4 1.106
18 H -1.72 -1.68 -1.02  C7 1.119
19 H -0.78 -1.94 0.44  C7 1.067
20 H -2.38 -0.81 1.86  C8 1.103
21 H -3.17 -2.06 0.85  C8 1.140
22 H -4.30 0.37 0.86  C9 1.086
23 H -4.23 -0.49 -0.60  C9 1.083
24 H -3.26 2.02 -0.66  C10 1.103
25 H -2.68 0.67 -1.66  C10 1.070
26 H -0.86 2.00 -0.78  C11 1.119
27 H -1.38 1.76 0.87  C11 1.101
28 H 0.98 2.07 0.60  C12 1.070
29 H 3.42 2.00 0.78  C13 1.108

Output
SMILES ... Nc1ccc(N2CCCCC2)cc1
Highest occupied orbital energy ... -0.2490 hartree
Energy relative to the best compared isomer or geometry (same formula, charge and spin) ... 65.1 kJ/mol
Frontier orbital gap ... 0.2845 Eh


[6]
ORCA calculation (the ωB97M-V functional and the def2-TZVPD basis) on the molecule C5H10O.

Each atom is followed by the atoms it is bonded to, with distances in Å.
Positions of all 16 atoms, in Å:
1 C 1.75 0.34 0.53  C2 1.540, H7 1.099, H8 1.102, H9 1.095
2 C 0.87 0.23 -0.73  C1 1.540, C3 1.519, H10 1.103, H11 1.101
3 C -0.57 -0.04 -0.33  C2 1.519, C4 1.528, C5 1.461, O6 1.442
4 C -0.96 -1.46 0.06  C3 1.528, H12 1.104, H13 1.101, H14 1.101
5 C -1.37 1.08 0.16  C3 1.461, O6 1.430, H15 1.093, H16 1.096
6 O -1.58 0.58 -1.16  C3 1.442, C5 1.430
7 H 1.73 -0.58 1.13  C1 1.099
8 H 1.44 1.17 1.19  C1 1.102
9 H 2.79 0.53 0.24  C1 1.095
10 H 1.28 -0.54 -1.40  C2 1.103
11 H 0.88 1.19 -1.27  C2 1.101
12 H -0.95 -2.13 -0.82  C4 1.104
13 H -0.27 -1.85 0.82  C4 1.101
14 H -1.99 -1.46 0.47  C4 1.101
15 H -0.91 2.06 0.18  C5 1.093
16 H -2.15 0.90 0.92  C5 1.096

Output
SMILES ... CC[C@@]1(C)CO1
Highest occupied orbital energy ... -0.3708 hartree
Energy relative to the best compared isomer or geometry (same formula, charge and spin) ... 109.7 kJ/mol
Frontier orbital gap ... 0.4074 Eh


LUMO for every record listed, in sequence, given in Ha: 0.1295; 0.0131; 0.0351; 0.0033; 0.0355; 0.0366.